This record from the Open Molecules 2025 dataset describes a molecular structure, C8H24FeNO11 in a non-equilibrium geometry. The level of theory is ωB97M-V with the def2-TZVPD basis set.

Results
Net charge: +1
Frontier orbital gap (alpha / beta), Ha: 0.182 / 0.171
Total energy, a.u.: -2464.7869
Spin multiplicity: 5
Energy above the lowest of the compared OMol25 structures with the same formula, charge and spin, kcal per mole: 26.4
HOMO energy (alpha / beta), eV: -11.350 / -11.349

Positions of all 45 atoms, in Å:
1 Fe -1.628 -2.400 1.035
2 N -0.015 -0.258 -0.317
3 O -1.067 -0.197 -0.994
4 O 1.021 0.168 -0.794
5 O -0.046 -0.949 0.758
6 C -0.199 -0.172 4.288
7 C -1.111 0.452 5.333
8 O -0.396 1.358 6.175
9 O 0.551 -1.271 4.769
10 H 0.561 0.609 4.179
11 H -0.691 -0.375 3.338
12 H -1.478 -0.337 5.999
13 H -1.915 1.082 4.943
14 H -0.200 0.902 6.997
15 H 1.404 -1.024 5.129
16 C -0.273 0.885 -4.317
17 C 0.890 1.897 -4.349
18 O 0.425 3.162 -4.764
19 O -1.365 1.239 -3.481
20 H 0.130 -0.037 -3.876
21 H -0.647 0.669 -5.320
22 H 1.728 1.615 -4.984
23 H 1.306 1.823 -3.334
24 H -0.462 3.293 -4.413
25 H -1.185 0.774 -2.658
26 C 4.270 -0.358 -1.225
27 C 4.476 -0.893 -2.647
28 O 3.320 -0.786 -3.443
29 O 3.294 -1.118 -0.502
30 H 3.975 0.695 -1.206
31 H 5.210 -0.352 -0.672
32 H 4.899 -1.895 -2.524
33 H 5.262 -0.329 -3.150
34 H 2.631 -1.410 -3.205
35 H 2.423 -0.707 -0.667
36 C -3.155 -0.070 1.622
37 C -3.943 -0.489 0.401
38 O -3.321 -1.654 -0.265
39 O -2.734 -1.273 2.286
40 H -3.748 0.559 2.285
41 H -2.301 0.531 1.306
42 H -4.048 0.325 -0.314
43 H -4.928 -0.883 0.658
44 H -3.650 -1.550 -1.167
45 H -3.272 -1.248 3.090

Cartesian forces, eV/Å:
Fe 0.6 2.4 -1.3
N -0.4 -0.3 -3.9
O 0.0 0.1 1.2
O -0.8 0.3 1.5
O -0.5 -1.6 1.7
C 1.6 1.6 0.9
C 0.0 -0.1 1.0
O 0.3 -0.2 -0.1
O -1.0 -1.2 -0.1
H -0.4 0.3 -0.9
H 0.1 -0.3 0.1
H -0.5 -0.1 -0.4
H -0.1 -0.5 -0.4
H 0.1 0.1 0.1
H 0.0 0.4 -0.1
C 1.0 -0.9 -0.4
C -1.0 -0.5 0.6
O 0.3 0.1 0.1
O 0.1 0.5 0.0
H 0.2 -0.2 -0.5
H -0.1 0.1 0.0
H -0.3 -0.3 -0.3
H 0.0 0.8 0.2
H 0.0 0.0 0.1
H -0.2 0.3 0.2
C -0.3 0.3 0.0
C 0.4 0.3 1.1
O -0.1 0.1 -0.4
O 0.1 0.0 -0.4
H -0.2 0.1 -0.4
H 0.1 -0.5 0.0
H -0.5 -0.3 -0.3
H -0.1 0.2 0.0
H 0.3 -0.2 0.3
H 1.0 -0.3 0.3
C 0.0 0.8 -1.6
C -0.8 -0.8 0.0
O 0.2 0.6 1.1
O -0.4 0.3 0.8
H -0.1 -0.2 0.0
H 0.3 -0.4 0.2
H 0.2 0.0 0.0
H -0.1 0.4 0.2
H 0.7 -0.7 -0.3
H 0.5 -1.0 0.3


This record from the Open Molecules 2025 dataset describes a molecular structure, C8H24N2O2P2S in a non-equilibrium geometry. The level of theory is ωB97M-V with the def2-TZVPD basis set.

Results
Frontier orbital gap, Ha: 0.225
Total energy, a.u.: -1660.0247
HOMO energy, eV: -6.717

Positions of all 39 atoms, in Å:
1 O 0.087 -1.139 4.294
2 P -1.214 -0.418 4.179
3 N -2.485 -1.375 3.957
4 P -3.945 -0.692 3.905
5 S -4.571 0.512 5.327
6 H -1.075 0.474 3.065
7 H -1.363 0.447 5.275
8 H -4.823 -1.775 3.772
9 H -4.121 -0.064 2.647
10 C 2.435 1.200 0.209
11 C 2.119 0.613 -1.152
12 N 1.389 -0.709 -1.131
13 C 2.274 -1.718 -0.460
14 C 1.210 -1.213 -2.542
15 C 0.308 -0.419 -3.471
16 C 0.112 -0.702 -0.325
17 C -0.969 0.317 -0.625
18 O -0.497 1.633 -0.456
19 C -1.073 2.607 -1.314
20 H 3.120 0.579 0.784
21 H 2.928 2.158 0.049
22 H 1.544 1.388 0.800
23 H 3.045 0.417 -1.697
24 H 1.528 1.303 -1.743
25 H 3.226 -1.746 -0.982
26 H 1.788 -2.688 -0.508
27 H 2.414 -1.441 0.579
28 H 0.847 -2.236 -2.452
29 H 2.218 -1.250 -2.953
30 H -0.741 -0.666 -3.332
31 H 0.554 -0.700 -4.494
32 H 0.437 0.658 -3.391
33 H 0.431 -0.572 0.708
34 H -0.309 -1.703 -0.421
35 H -1.757 0.114 0.111
36 H -1.414 0.180 -1.610
37 H -2.006 2.257 -1.759
38 H -0.371 2.870 -2.114
39 H -1.278 3.499 -0.727

Cartesian forces, eV/Å:
O 0.3 0.0 -0.2
P 1.0 -1.0 -0.1
N -0.3 0.8 -0.2
P -0.2 -0.2 0.4
S 0.0 0.1 -0.2
H -0.4 0.2 0.0
H -0.3 0.2 -0.1
H 0.0 -0.1 -0.2
H 0.0 0.0 -0.1
C 0.0 -0.1 0.1
C 0.1 0.2 0.0
N 0.1 -0.2 0.0
C 0.0 0.0 0.0
C 0.0 0.1 -0.2
C -0.1 -0.1 0.0
C -0.1 0.2 0.3
C -0.2 0.1 0.0
O 0.1 0.0 -0.1
C 0.0 0.0 0.1
H 0.0 0.0 0.0
H 0.0 0.0 0.0
H 0.0 0.0 0.0
H 0.0 -0.1 0.0
H -0.1 0.0 0.1
H 0.0 0.0 0.0
H 0.0 0.0 0.0
H 0.0 0.0 0.0
H 0.0 0.0 0.0
H 0.0 0.0 0.0
H 0.0 0.1 0.1
H 0.1 0.0 0.0
H 0.0 0.0 0.0
H -0.1 -0.1 0.1
H 0.0 0.0 0.0
H 0.0 -0.1 0.0
H 0.1 0.0 0.0
H 0.0 0.0 0.0
H 0.0 0.0 0.0
H 0.0 0.0 0.0


This record from the Open Molecules 2025 dataset describes C8H24N2Si2 in the gas phase in a non-equilibrium geometry. The level of theory is ωB97M-V with the def2-TZVPD basis set.

Results
Frontier orbital gap, Ha: 0.340
Total energy, a.u.: -1007.7893
Energy above the lowest of the compared OMol25 structures with the same formula, charge and spin, kcal per mole: 4.9
HOMO energy, eV: -8.491

Positions of all 36 atoms, in Å:
1 C 1.127 -2.901 -1.619
2 Si -0.300 -2.486 -0.503
3 C -1.778 -3.525 -0.965
4 C 0.119 -2.879 1.259
5 N -0.627 -0.774 -0.925
6 C -1.492 0.032 -0.150
7 C -1.555 1.453 -0.709
8 N -0.209 1.981 -0.926
9 Si 0.799 2.442 0.506
10 C 1.957 3.673 -0.274
11 C -0.371 3.312 1.682
12 C 1.489 0.858 1.285
13 H 1.302 -3.955 -1.559
14 H 2.060 -2.419 -1.323
15 H 0.829 -2.673 -2.633
16 H -2.705 -2.980 -0.820
17 H -1.772 -4.406 -0.336
18 H -1.681 -3.781 -2.019
19 H 0.386 -1.997 1.784
20 H 0.906 -3.625 1.318
21 H -0.801 -3.275 1.680
22 H 0.318 -0.409 -0.969
23 H -2.482 -0.448 -0.119
24 H -1.133 0.082 0.878
25 H -2.106 1.476 -1.684
26 H -2.106 2.105 -0.051
27 H 0.356 1.444 -1.610
28 H 1.996 3.475 -1.321
29 H 1.504 4.642 -0.203
30 H 2.937 3.603 0.179
31 H -0.960 4.071 1.211
32 H -1.032 2.478 1.991
33 H 0.125 3.743 2.557
34 H 1.893 0.163 0.567
35 H 0.719 0.362 1.853
36 H 2.288 1.136 1.968

Cartesian forces, eV/Å:
C -0.1 0.2 0.4
Si -0.4 0.8 -1.0
C 0.4 0.4 -0.1
C -0.5 -0.3 -0.4
N 1.2 -2.5 -0.3
C -0.9 0.4 0.5
C 0.2 -0.5 -1.5
N 0.9 0.4 0.9
Si -1.4 -0.1 -1.6
C 0.2 -0.9 0.7
C 0.4 -1.4 0.5
C 0.4 1.2 0.2
H 0.2 -0.8 0.0
H 0.0 0.2 -0.2
H 0.2 0.2 -0.4
H -0.2 0.0 0.0
H -0.2 -0.4 -0.1
H -0.2 -0.2 0.0
H 0.4 0.7 0.7
H 0.1 0.0 0.1
H 0.0 -0.1 0.4
H -0.2 0.5 -0.1
H 0.1 0.2 0.0
H -0.2 0.2 0.5
H 0.4 -0.2 0.7
H -0.1 0.3 0.4
H -0.9 0.5 0.4
H 0.3 -0.4 -0.8
H 0.0 0.7 0.4
H 0.4 0.5 -0.1
H -0.3 0.5 -0.4
H 0.0 0.6 0.3
H -0.1 -0.2 0.0
H 0.2 -0.2 -0.4
H -0.3 -0.2 0.2
H 0.2 -0.2 0.2


This record from the Open Molecules 2025 dataset describes a molecular structure, C8H24O8Zn in a non-equilibrium geometry. The level of theory is ωB97M-V with the def2-TZVPD basis set.

Results
Net charge: +1
Frontier orbital gap (alpha / beta), Ha: 0.126 / 0.398
Total energy, a.u.: -2700.0580
Spin multiplicity: 2
HOMO energy (alpha / beta), eV: -5.722 / -13.287

Positions of all 41 atoms, in Å:
1 Zn -0.181 0.471 -0.159
2 C -0.471 3.145 0.204
3 C 0.405 2.985 -0.991
4 O 0.091 1.795 -1.651
5 O -0.074 2.160 1.166
6 H -1.523 3.238 -0.063
7 H -0.242 4.017 0.817
8 H 1.490 2.978 -0.892
9 H 0.285 3.833 -1.665
10 H 0.138 1.901 -2.604
11 H 0.408 2.674 1.817
12 C 2.762 -0.180 2.518
13 C 2.696 0.542 1.180
14 O 1.799 -0.098 0.290
15 O 1.754 0.369 3.268
16 H 3.726 0.001 2.995
17 H 2.827 -1.264 2.433
18 H 3.726 0.606 0.831
19 H 2.314 1.546 1.366
20 H 2.037 -1.025 0.213
21 H 2.131 0.381 4.151
22 C -2.989 -0.205 0.467
23 C -2.142 -0.783 1.626
24 O -0.827 -0.990 1.156
25 O -2.343 0.717 -0.272
26 H -3.839 0.300 0.925
27 H -3.435 -1.015 -0.111
28 H -2.603 -1.696 2.002
29 H -2.107 -0.228 2.564
30 H -0.324 -1.401 1.862
31 H -2.969 1.302 -0.706
32 C -0.374 -3.004 -2.928
33 C -0.811 -2.169 -1.793
34 O -0.098 -0.984 -1.705
35 O 0.887 -3.668 -2.763
36 H -0.322 -2.441 -3.860
37 H -1.015 -3.882 -3.016
38 H -0.638 -2.842 -0.953
39 H -1.884 -1.977 -1.763
40 H 0.629 -1.103 -2.321
41 H 1.108 -4.003 -3.635

Cartesian forces, eV/Å:
Zn 0.2 -0.6 0.0
C 1.2 1.5 0.7
C 0.8 2.1 -1.0
O -0.6 -0.8 0.1
O -1.2 -1.2 0.0
H 0.1 -0.7 0.2
H 0.0 1.0 -0.9
H 0.0 0.1 1.2
H -0.6 0.1 -0.2
H 0.0 -0.1 -1.2
H 0.4 -0.3 0.8
C 1.6 0.6 -1.2
C 1.2 -0.4 1.0
O 0.1 0.2 -0.4
O -1.1 -0.3 1.7
H 0.3 0.5 -0.1
H -0.9 -0.4 -0.3
H -0.2 0.0 -0.8
H 0.2 -0.2 -0.2
H 0.1 -0.4 -0.2
H -0.7 0.2 0.5
C -2.3 -1.8 3.0
C -1.3 0.2 0.3
O 0.1 -0.6 -0.2
O 2.1 1.2 -1.3
H -0.3 -0.2 0.4
H 0.4 -0.2 -0.3
H 0.0 -0.5 -0.7
H 0.0 1.0 -0.4
H 0.6 -0.1 0.3
H -0.2 0.4 -0.5
C -0.2 -1.7 -1.7
C -0.6 -2.0 1.0
O 0.5 0.6 0.0
O 0.6 1.0 0.8
H -0.4 0.1 -0.2
H -1.0 0.6 -0.3
H 0.2 0.3 0.7
H 0.0 0.1 -0.5
H 0.7 0.6 -0.1
H 0.2 -0.1 0.0